{"formula": "C45H60BrN5O3RbSb2SeSi", "method": "wB97M-V/def2-TZVPD", "total_charge": -1, "homo_lumo_gap_ha": 0.2289, "symbols": ["Rb", "C", "C", "C", "Sb", "C", "C", "C", "C", "C", "C", "C", "C", "C", "C", "C", "C", "Sb", "C", "C", "C", "C", "C", "C", "C", "C", "C", "C", "C", "C", "H", "H", "H", "H", "H", "H", "H", "H", "H", "H", "H", "H", "H", "H", "H", "H", "H", "H", "H", "H", "H", "H", "H", "H", "H", "H", "C", "C", "N", "O", "C", "C", "N", "O", "H", "H", "H", "H", "H", "H", "H", "O", "H", "H", "C", "Si", "C", "C", "Se", "H", "H", "H", "H", "H", "H", "H", "H", "H", "Br", "C", "C", "C", "N", "C", "C", "H", "H", "H", "H", "C", "C", "N", "C", "C", "N", "C", "C", "H", "H", "H", "H", "H", "H", "H", "H", "H", "H", "H", "H"], "coordinates": [[0.0180, -0.3891, -0.3628], [3.6623, -0.7675, 1.7246], [4.1423, -0.7244, 0.2817], [4.3940, 0.6887, -0.2040], [2.5869, 1.9138, -0.4596], [3.9075, 3.4071, -1.3942], [3.9551, 4.7129, -0.9256], [4.8349, 5.6381, -1.4619], [5.6964, 5.2654, -2.4800], [5.6449, 3.9739, -2.9772], [4.7466, 3.0642, -2.4466], [2.5731, 3.0415, 1.3749], [1.4147, 3.7538, 1.6478], [1.2868, 4.4738, 2.8220], [2.3108, 4.4649, 3.7546], [3.4668, 3.7483, 3.4952], [3.5996, 3.0502, 2.3055], [1.9595, -2.0814, 1.9823], [3.4210, -3.7002, 1.9881], [3.7983, -4.1946, 0.7489], [4.8048, -5.1342, 0.6279], [5.4514, -5.6039, 1.7574], [5.0894, -5.1122, 2.9996], [4.0862, -4.1643, 3.1118], [1.9251, -2.0179, 4.1483], [2.9275, -1.4563, 4.9252], [2.8389, -1.4598, 6.3072], [1.7422, -2.0255, 6.9348], [0.7282, -2.5730, 6.1673], [0.8260, -2.5724, 4.7860], [3.3250, 0.2201, 2.0201], [4.4712, -1.0862, 2.3829], [3.4094, -1.1928, -0.3880], [5.0631, -1.3119, 0.1912], [4.8528, 0.6575, -1.1939], [5.0747, 1.2139, 0.4666], [3.2926, 5.0097, -0.1210], [4.8501, 6.6523, -1.0833], [6.4019, 5.9778, -2.8861], [6.3083, 3.6773, -3.7805], [4.7061, 2.0638, -2.8624], [0.5936, 3.7272, 0.9447], [0.3810, 5.0341, 3.0169], [2.2102, 5.0112, 4.6841], [4.2640, 3.7342, 4.2285], [4.5164, 2.5061, 2.1142], [3.2951, -3.8312, -0.1405], [5.0882, -5.5054, -0.3473], [6.2292, -6.3513, 1.6676], [5.5952, -5.4730, 3.8848], [3.8227, -3.7843, 4.0912], [3.7860, -1.0052, 4.4446], [3.6358, -1.0304, 6.8985], [1.6750, -2.0300, 8.0147], [-0.1357, -3.0137, 6.6458], [0.0341, -3.0021, 4.1815], [-1.9980, 2.7753, 4.4339], [-1.6159, 2.3218, 3.0437], [-2.2283, 2.5991, 1.9596], [-3.3653, 3.3766, 1.9391], [-0.4063, 1.5149, 2.9315], [0.3741, 1.1503, 4.1697], [-0.0572, 1.1912, 1.7348], [1.0685, 0.5163, 1.5346], [-2.9222, 3.3530, 4.4622], [-1.1963, 3.3854, 4.8482], [-2.1243, 1.9065, 5.0759], [-3.6413, 3.6508, 2.8315], [0.8725, 2.0235, 4.5942], [1.1437, 0.4328, 3.8841], [-0.2511, 0.6951, 4.9378], [-0.2182, -3.1892, -0.3641], [-1.1597, -3.1822, -0.6275], [0.0703, -4.0716, -0.6238], [-6.2397, -2.7924, 0.0110], [-4.3762, -3.1283, 0.2652], [-4.1732, -4.6468, 1.4114], [-3.6743, -1.6593, 1.2592], [-3.3389, -3.3418, -1.6870], [-6.7847, -2.8339, 0.9519], [-6.6776, -3.5118, -0.6763], [-6.3809, -1.8051, -0.4193], [-4.8600, -4.5786, 2.2526], [-3.1633, -4.6883, 1.8106], [-4.3651, -5.5825, 0.8935], [-4.1561, -1.5914, 2.2309], [-3.8465, -0.7235, 0.7338], [-2.6010, -1.7661, 1.4199], [-5.2019, 4.9215, -1.9137], [-3.5703, 3.9920, -1.6036], [-2.3763, 4.5464, -2.0307], [-1.2211, 3.8093, -1.8091], [-1.2061, 2.6293, -1.2149], [-2.3554, 2.1289, -0.7893], [-3.5786, 2.7654, -0.9696], [-2.3463, 5.5021, -2.5302], [-0.2601, 4.1886, -2.1376], [-2.3004, 1.1779, -0.2772], [-4.4963, 2.3152, -0.6254], [0.1925, 0.9092, -4.1375], [-0.2671, 0.9112, -5.6153], [-1.0216, -0.3042, -5.8966], [-0.2208, -1.4656, -5.5244], [0.0150, -1.4678, -3.9964], [-0.4436, -0.1994, -3.4270], [-1.8947, -0.1126, -3.6043], [-2.2438, -0.3043, -5.0977], [-0.0730, 1.8428, -3.6323], [1.2765, 0.7769, -4.0703], [0.5837, 0.9507, -6.3030], [-0.9128, 1.7671, -5.8303], [0.7212, -1.4155, -6.0786], [-0.7580, -2.3596, -5.8468], [1.0775, -1.5929, -3.7682], [-0.5450, -2.2718, -3.5138], [-2.2274, 0.8655, -3.2443], [-2.3633, -0.8927, -3.0004], [-2.8897, 0.4982, -5.4643], [-2.7534, -1.2554, -5.2614]]}

=====

{"formula": "C7H11O5P", "method": "wB97M-V/def2-TZVPD", "total_charge": -2, "homo_lumo_gap_ha": 0.1362, "smiles": "O=C(OC1CCCCC1)P(=O)([O-])[O-]", "symbols": ["O", "C", "O", "C", "C", "C", "C", "C", "C", "P", "O", "O", "O", "H", "H", "H", "H", "H", "H", "H", "H", "H", "H", "H"], "coordinates": [[-1.9851, -2.2909, -0.3893], [-1.6779, -1.4993, -1.3067], [-1.1761, -0.1809, -1.0633], [-0.6302, 0.1215, 0.2163], [-0.3222, 1.7021, 0.1787], [0.5743, 2.1070, 1.4074], [1.7297, 1.1527, 1.7981], [1.3734, -0.3939, 1.6362], [0.6804, -0.6530, 0.3037], [-1.5059, -1.9558, -3.2685], [-2.8303, -2.4957, -3.7097], [-1.0832, -0.7129, -3.9563], [-0.5350, -3.0097, -3.7073], [-1.3754, -0.1247, 1.0162], [0.0886, 2.0770, -0.7295], [-1.3603, 2.1738, 0.2591], [1.0232, 3.1258, 1.3259], [-0.1531, 2.0346, 2.1935], [1.9778, 1.3915, 2.8468], [2.4424, 1.2593, 1.0773], [2.2607, -1.0562, 1.7445], [0.6618, -0.5611, 2.4519], [0.5352, -1.7733, 0.2247], [1.2872, -0.4382, -0.5495]]}